1.
{"formula": "C43H104CrN5O36S7", "method": "wB97M-V/def2-TZVPD", "e_above_lowest_kcal_mol": 0.0, "homo_lumo_gap_ev": [8.24, 8.74], "spin_multiplicity": 4, "species": ["Cr", "C", "C", "C", "O", "H", "H", "H", "H", "H", "H", "H", "C", "C", "C", "O", "H", "H", "H", "H", "H", "H", "H", "C", "C", "C", "O", "H", "H", "H", "H", "H", "H", "H", "C", "C", "C", "O", "C", "N", "H", "H", "H", "H", "H", "H", "H", "H", "H", "H", "H", "C", "C", "C", "O", "C", "N", "H", "H", "H", "H", "H", "H", "H", "H", "H", "H", "H", "C", "C", "C", "O", "C", "N", "H", "H", "H", "H", "H", "H", "H", "H", "H", "H", "H", "C", "C", "C", "O", "C", "N", "H", "H", "H", "H", "H", "H", "H", "H", "H", "H", "H", "C", "C", "C", "O", "C", "N", "H", "H", "H", "H", "H", "H", "H", "H", "H", "H", "H", "C", "C", "O", "S", "O", "O", "O", "H", "H", "H", "H", "C", "C", "O", "S", "O", "O", "O", "H", "H", "H", "H", "C", "C", "O", "S", "O", "O", "O", "H", "H", "H", "H", "C", "C", "O", "S", "O", "O", "O", "H", "H", "H", "H", "C", "C", "O", "S", "O", "O", "O", "H", "H", "H", "H", "C", "C", "O", "S", "O", "O", "O", "H", "H", "H", "H", "C", "C", "O", "S", "O", "O", "O", "H", "H", "H", "H"], "xyz": [[-1.08650, 1.46055, 3.44570], [-4.42061, 0.16427, 2.19911], [-4.12899, 1.47144, 3.01231], [-5.21725, 1.82241, 3.94673], [-2.94818, 1.37431, 3.82181], [-4.45856, -0.73979, 2.74446], [-3.52837, 0.03947, 1.59221], [-5.33788, 0.24188, 1.53964], [-4.06452, 2.35401, 2.32661], [-5.14988, 1.17892, 4.79896], [-6.15576, 1.87802, 3.47280], [-5.17302, 2.80943, 4.37224], [-1.61065, 5.14339, 4.54660], [-1.80197, 4.24515, 3.30306], [-1.95219, 5.12765, 2.05556], [-0.73463, 3.34212, 3.14739], [-0.75310, 5.83447, 4.35063], [-1.37732, 4.43050, 5.33192], [-2.53776, 5.59081, 4.86832], [-2.77079, 3.69402, 3.54396], [-0.97820, 5.68361, 1.87074], [-2.81396, 5.88874, 2.20305], [-2.15321, 4.44704, 1.22955], [-0.03878, 2.19339, 0.13191], [-1.10209, 1.29574, 0.55388], [-1.38827, 0.22449, -0.45845], [-0.62897, 0.59882, 1.73800], [0.29451, 2.84881, 0.93340], [-0.38581, 2.86033, -0.61693], [0.75298, 1.66292, -0.40370], [-2.04790, 1.77428, 0.78789], [-1.45727, 0.64480, -1.49051], [-2.31768, -0.25257, -0.23450], [-0.52256, -0.43864, -0.42016], [3.44948, 1.48518, 4.42218], [2.17457, 2.25461, 3.86791], [2.56666, 2.95235, 2.59774], [3.19364, 2.08137, 1.66193], [3.59993, 2.80895, 0.53803], [1.09449, 1.32528, 3.51353], [3.29508, 0.80789, 5.22403], [4.08861, 2.32550, 4.80583], [4.07486, 1.12400, 3.58809], [1.84385, 3.10002, 4.53649], [3.30214, 3.83327, 2.84331], [1.72946, 3.37348, 2.15802], [2.84999, 3.40755, 0.21343], [3.76581, 2.14305, -0.32629], [4.59576, 3.20480, 0.68604], [1.05945, 1.02451, 2.51723], [1.27657, 0.44026, 4.02972], [5.65831, -5.58855, 1.57714], [6.33468, -4.64235, 0.60623], [5.54833, -4.54517, -0.69209], [4.40254, -3.74758, -0.50028], [3.36323, -4.05099, -1.40087], [6.51506, -3.28399, 1.14410], [5.21886, -6.43469, 1.05380], [4.78438, -5.03542, 2.02838], [6.46760, -5.86404, 2.33562], [7.26235, -5.16501, 0.31757], [5.19992, -5.43583, -1.12601], [6.08525, -4.00211, -1.49715], [2.97938, -5.02406, -1.20173], [3.59688, -3.90032, -2.45555], [2.61310, -3.28279, -1.22016], [6.35519, -3.37036, 2.13818], [5.94383, -2.57213, 0.69205], [-0.67780, 0.56386, 7.83872], [-0.35986, 0.54385, 6.30918], [-0.80729, -0.75739, 5.64612], [-0.86319, -0.63794, 4.21287], [-1.23308, -1.86349, 3.58510], [-0.97055, 1.64677, 5.67094], [-0.31887, 1.51999, 8.16327], [-0.27586, -0.21751, 8.39728], [-1.77657, 0.65879, 8.11232], [0.69800, 0.57602, 6.19896], [-1.87255, -0.98072, 5.94280], [-0.16195, -1.54818, 5.98518], [-0.36354, -2.54446, 3.66937], [-1.42672, -1.55830, 2.54907], [-2.17054, -2.33713, 3.99349], [-0.57265, 2.55862, 6.02455], [-1.96518, 1.69966, 5.96255], [-5.88113, -4.38508, -0.41391], [-4.53523, -4.44650, 0.40280], [-4.83006, -4.48305, 1.84093], [-3.65609, -4.38439, 2.75680], [-4.02827, -4.88434, 4.05735], [-3.68360, -5.55432, -0.00664], [-6.29856, -3.40542, -0.29173], [-6.62820, -5.19181, -0.19278], [-5.66963, -4.50957, -1.49575], [-3.99274, -3.46249, 0.41110], [-5.27401, -5.42188, 2.07348], [-5.59100, -3.70603, 2.09145], [-3.59790, -5.86696, 4.29890], [-5.06290, -5.07149, 4.22164], [-3.76946, -4.19409, 4.85885], [-2.96666, -5.41336, -0.71573], [-4.06089, -6.47356, 0.02662], [0.24879, 3.66680, -3.64739], [1.62005, 3.63651, -4.23930], [1.84552, 4.78789, -5.27352], [2.96937, 4.50074, -6.02172], [2.98658, 5.37753, -7.12689], [2.62519, 3.61012, -3.13481], [0.15692, 3.06770, -2.74135], [-0.48436, 3.22941, -4.40119], [-0.18961, 4.62924, -3.40373], [1.70037, 2.72878, -4.84245], [1.93203, 5.79258, -4.75171], [0.90948, 4.78459, -5.84538], [2.62055, 6.33974, -6.74499], [2.36073, 4.93782, -7.90438], [3.97490, 5.44678, -7.53667], [2.75952, 4.55416, -2.73119], [3.55877, 3.33728, -3.51198], [3.67298, -1.05294, 1.38207], [2.18183, -1.29907, 1.07294], [1.63903, -1.83435, 2.31314], [2.77029, -2.16138, 3.40512], [3.27035, -3.46288, 3.14736], [2.42574, -1.71493, 4.72157], [3.73077, -1.08162, 2.82633], [4.00356, -0.08221, 1.01925], [4.25833, -1.85690, 0.97525], [2.03304, -1.93061, 0.26609], [1.77873, -0.30763, 0.89639], [-4.51720, -0.83150, -3.47535], [-4.12435, -1.68424, -2.29160], [-4.87652, -1.06731, -1.16636], [-6.09706, -0.20106, -1.70692], [-5.77927, 1.19208, -1.44726], [-7.30080, -0.63897, -1.17355], [-5.93088, -0.48296, -3.26537], [-4.39091, -1.36884, -4.41654], [-3.95771, 0.08614, -3.51783], [-3.04769, -1.55870, -2.00647], [-4.41736, -2.72772, -2.48082], [-1.32472, 1.55945, -6.94314], [-0.03601, 1.10232, -7.67563], [0.37729, 2.17721, -8.63683], [-0.74565, 3.37897, -8.61101], [-1.79050, 3.06161, -9.48942], [-0.11469, 4.66312, -8.65261], [-1.17702, 3.00440, -7.13720], [-1.33326, 1.38981, -5.83015], [-2.21978, 1.14686, -7.47460], [-0.14650, 0.26451, -8.32021], [0.81240, 0.98050, -6.98415], [7.54464, -1.29754, -1.81781], [7.58491, -0.21243, -0.71387], [6.24022, -0.00538, -0.43592], [5.39460, -0.10513, -1.72608], [5.71553, 1.05923, -2.50207], [4.03652, -0.52285, -1.50820], [6.20942, -1.31622, -2.32391], [7.75214, -2.27476, -1.34793], [8.19967, -0.91657, -2.62279], [8.07643, 0.73119, -0.92240], [7.92288, -0.60907, 0.23101], [1.59417, -1.31360, -2.94352], [1.08993, 0.19909, -2.93459], [0.44376, 0.32934, -4.22132], [-0.39997, -0.98531, -4.50012], [-0.53374, -1.20687, -5.86182], [-1.48128, -0.93530, -3.58344], [0.74120, -1.92759, -3.90376], [1.49313, -1.80066, -1.95919], [2.65402, -1.39499, -3.26947], [1.81478, 1.01559, -2.89474], [0.26158, 0.31121, -2.17261], [0.56063, -5.09148, 1.94176], [-0.90912, -5.07907, 2.11321], [-1.22088, -3.99296, 1.21683], [-0.43415, -4.19192, -0.16497], [-0.02311, -2.92658, -0.58827], [-1.20756, -4.95575, -1.12128], [0.74786, -4.97401, 0.45515], [1.11087, -5.95685, 2.20235], [1.11089, -4.26267, 2.44639], [-1.16712, -4.73161, 3.11435], [-1.49370, -5.97411, 1.87993], [-4.63708, 3.62514, -2.01673], [-3.38865, 2.86196, -1.72169], [-2.55539, 3.02118, -2.92436], [-3.51460, 3.14344, -4.19475], [-3.45580, 1.83453, -4.85712], [-3.38259, 4.37252, -4.90301], [-4.85208, 3.15651, -3.41426], [-4.66413, 4.73739, -2.11558], [-5.46460, 3.32571, -1.39171], [-3.63221, 1.81319, -1.68939], [-2.75286, 3.22563, -0.90191]]}

***

2.
{"formula": "C43H104F3N11O23", "method": "wB97M-V/def2-TZVPD", "homo_lumo_gap_ev": 2.27, "species": ["C", "C", "C", "C", "C", "C", "N", "O", "C", "C", "C", "H", "H", "H", "H", "H", "H", "H", "H", "H", "H", "H", "H", "H", "H", "H", "H", "H", "H", "C", "O", "O", "C", "F", "F", "F", "C", "C", "H", "H", "H", "H", "H", "H", "C", "C", "O", "O", "H", "H", "H", "H", "H", "H", "C", "C", "O", "O", "H", "H", "H", "H", "H", "H", "C", "C", "O", "O", "H", "H", "H", "H", "H", "H", "C", "C", "O", "O", "H", "H", "H", "H", "H", "H", "C", "C", "O", "O", "H", "H", "H", "H", "H", "H", "O", "C", "N", "C", "H", "H", "H", "H", "H", "O", "C", "N", "C", "H", "H", "H", "H", "H", "O", "C", "N", "C", "H", "H", "H", "H", "H", "O", "C", "N", "C", "H", "H", "H", "H", "H", "O", "C", "N", "C", "H", "H", "H", "H", "H", "O", "C", "N", "C", "H", "H", "H", "H", "H", "O", "C", "N", "C", "H", "H", "H", "H", "H", "O", "C", "N", "C", "H", "H", "H", "H", "H", "O", "C", "N", "C", "H", "H", "H", "H", "H", "O", "C", "N", "C", "H", "H", "H", "H", "H"], "xyz": [[-0.35718, -2.23769, -1.13392], [-0.01231, -0.82175, -0.75130], [-1.37495, -0.26040, -0.30689], [-1.36023, 1.02642, 0.53497], [-0.47998, 0.79061, 1.68337], [1.01709, 0.42366, 1.43137], [0.95866, -0.78113, 0.40326], [2.06491, -1.65505, 0.37249], [1.50326, -0.03345, 2.77608], [1.71956, 1.59275, 0.80090], [0.60731, 0.05159, -1.90112], [0.41245, -2.76505, -1.69754], [-1.16619, -2.36757, -1.85275], [-0.53332, -2.87074, -0.26425], [-2.07676, -1.03239, 0.00871], [-1.98498, 0.00919, -1.16904], [-2.26282, 1.41639, 1.00545], [-1.02278, 1.82708, -0.12318], [-0.94160, 0.06575, 2.35388], [-0.40298, 1.69250, 2.29064], [2.59222, -0.03547, 2.82362], [1.19595, -1.03847, 3.06521], [1.12375, 0.59359, 3.58286], [1.09386, 2.27406, 0.22435], [2.68507, 1.35712, 0.35328], [2.07630, 2.23466, 1.60637], [1.60451, -0.24511, -2.22618], [0.74658, 1.10672, -1.66574], [-0.02338, 0.06123, -2.79007], [4.35071, 3.64184, -3.04641], [4.27530, 4.68523, -3.97053], [4.89901, 4.32237, -1.92032], [3.00745, 2.83211, -2.84086], [2.54922, 2.14312, -3.91159], [3.08759, 1.87589, -1.93919], [2.01710, 3.61659, -2.44304], [3.97481, 4.43002, -5.30506], [4.04505, 5.79842, -6.02571], [5.02011, 6.27625, -5.93072], [3.74885, 5.74589, -7.07337], [3.27199, 6.50013, -5.71253], [2.95352, 4.15273, -5.56615], [4.66472, 3.75137, -5.80662], [5.05168, 2.89684, -3.42287], [-3.68871, 5.03664, 0.53143], [-3.06867, 5.93710, -0.58358], [-3.35611, 7.28036, -0.44390], [-5.09280, 5.01831, 0.51806], [-3.35444, 5.26206, 1.54412], [-3.44440, 3.99658, 0.31532], [-3.50070, 5.70889, -1.55794], [-2.01624, 5.72137, -0.76782], [-2.66168, 7.78660, -0.87178], [-5.35374, 5.60579, 1.23108], [-4.44710, 2.23387, -2.30091], [-5.75119, 1.95489, -1.45589], [-5.53198, 2.41947, -0.10866], [-4.62189, 1.84727, -3.61777], [-3.51707, 1.77793, -1.96140], [-4.24229, 3.30411, -2.32804], [-5.93190, 0.87997, -1.45633], [-6.67369, 2.45933, -1.74334], [-5.57201, 3.37538, -0.02970], [-3.85085, 2.08916, -4.13602], [2.48640, 1.02842, 6.54748], [3.93951, 1.33629, 6.43022], [4.64340, 1.25231, 7.67931], [2.28781, -0.34201, 6.88486], [1.93054, 1.22046, 5.62974], [1.95263, 1.59037, 7.31390], [4.01966, 2.40970, 6.25855], [4.47945, 0.81403, 5.64040], [5.39325, 1.84383, 7.58221], [2.57505, -0.82456, 6.10624], [-1.84656, 3.35894, 5.45027], [-2.48689, 2.42121, 4.53230], [-3.75143, 2.00947, 4.93479], [-0.46921, 3.48977, 5.27271], [-1.90966, 3.14525, 6.51725], [-2.33713, 4.32926, 5.37332], [-1.78113, 1.59150, 4.57209], [-2.50661, 2.76431, 3.49790], [-3.78380, 2.00069, 5.89420], [-0.38291, 3.86491, 4.39326], [-1.70882, -0.83910, -5.50500], [-0.46811, -0.26625, -6.09046], [0.41242, -1.32024, -6.52127], [-1.36743, -1.70943, -4.42343], [-2.33689, -1.30212, -6.26608], [-2.25319, 0.01130, -5.09442], [0.02291, 0.35676, -5.34290], [-0.87039, 0.31358, -6.92116], [1.27492, -0.92268, -6.38112], [-0.97018, -2.42056, -4.93144], [3.36268, -1.94887, 5.06393], [2.92411, -3.00781, 4.55517], [1.93119, -3.67779, 5.07866], [3.45610, -3.67306, 3.33167], [1.45605, -3.23218, 5.85052], [1.79949, -4.61262, 4.71969], [4.48154, -4.03161, 3.42120], [3.44268, -3.00173, 2.47304], [2.85932, -4.51728, 2.98636], [-6.95445, -1.62280, 1.68295], [-6.37055, -0.55786, 1.58822], [-6.99217, 0.49751, 1.10695], [-4.87026, -0.37469, 1.89869], [-7.97080, 0.44563, 0.86261], [-6.42510, 1.21221, 0.67368], [-4.49890, 0.65009, 1.89837], [-4.46641, -0.96077, 1.07316], [-4.47345, -0.76913, 2.83414], [2.89522, -4.22880, -1.11072], [2.14479, -5.11490, -0.77676], [1.25243, -4.90245, 0.16254], [1.82577, -6.33953, -1.66477], [1.12045, -4.10875, 0.77306], [0.44450, -5.50671, 0.20950], [2.50416, -6.34961, -2.51787], [0.80483, -6.37809, -2.04464], [1.85667, -7.29103, -1.13393], [4.30925, 4.63761, 1.89234], [4.59352, 3.39788, 1.87223], [4.84527, 2.81341, 0.70391], [4.76863, 2.65929, 3.13155], [4.80569, 3.44634, -0.08217], [4.87869, 1.81162, 0.57977], [5.72002, 2.12842, 3.16523], [3.97991, 1.93601, 3.33865], [4.67149, 3.42607, 3.90013], [5.40392, -0.28150, 0.39945], [5.51568, -0.57289, -0.77828], [4.66841, -1.38357, -1.30190], [6.54588, 0.13367, -1.62793], [4.86196, -1.69211, -2.24395], [3.92783, -1.89773, -0.84662], [6.27454, 1.13204, -1.97106], [6.63703, -0.58667, -2.44090], [7.49176, 0.15151, -1.08656], [-0.01652, -3.08585, 2.00403], [-1.05261, -3.22124, 2.62626], [-1.36851, -2.48561, 3.71711], [-2.27703, -3.95841, 2.07776], [-0.70781, -1.94072, 4.25253], [-2.31151, -2.42772, 4.07416], [-2.57533, -3.66338, 1.07173], [-3.15332, -3.85423, 2.71758], [-1.94514, -4.99665, 2.07509], [1.13728, -5.88952, -4.83016], [1.06177, -4.70229, -5.24931], [0.49018, -4.29098, -6.41205], [1.72043, -3.68278, -4.32229], [0.48034, -3.31483, -6.67116], [-0.01216, -4.98535, -6.94647], [2.38227, -2.94329, -4.77310], [2.25016, -4.21488, -3.53213], [0.99358, -3.07408, -3.78444], [-4.17107, -2.65959, -0.74576], [-4.60078, -2.96526, -1.88830], [-3.90203, -2.90950, -3.01386], [-5.99518, -3.54725, -1.85379], [-2.91983, -2.67972, -3.06488], [-4.37057, -3.27389, -3.83104], [-6.10377, -4.51916, -1.37244], [-6.34470, -3.67686, -2.87806], [-6.76186, -2.89547, -1.43489], [-0.45332, 4.51000, 2.73965], [0.58821, 4.75790, 2.15822], [1.73625, 4.77529, 2.89429], [0.67174, 4.96160, 0.61493], [2.63930, 4.59573, 2.47913], [1.71145, 4.84190, 3.90179], [0.80244, 5.99627, 0.29799], [-0.16732, 4.43964, 0.15489], [1.58526, 4.40235, 0.41285], [-1.05555, -6.45776, -0.13177], [-2.20455, -6.53388, -0.45942], [-3.00799, -7.38036, 0.11928], [-2.61205, -5.90066, -1.71099], [-3.76364, -7.81965, -0.38681], [-2.55692, -7.81970, 0.90898], [-2.63385, -4.82155, -1.55881], [-3.60180, -6.30815, -1.91706], [-1.87302, -6.18639, -2.45952]]}